The following is a quantum chemistry calculation of a structure of composition C28H28NO2PRhS, from OMol25.

* total charge: +1
* F_max: 0.966 eV/A
* HOMO: -0.356 Ha
* frontier orbital gap: 5.615 eV
* ΔE to the lowest compared entry with this formula, charge and spin: 235.9 kJ/mol

Last column: natural (NBO) charge in e.
Element x y z (Å)
Rh 1.4834 -0.5540 0.0985  0.09
S 3.7391 -0.3764 -0.5443  -0.14
C 3.6761 -2.0661 -0.1644  0.08
C 4.6907 -3.0113 -0.3149  -0.27
C 4.4237 -4.3143 0.0427  -0.13
C 3.1681 -4.6543 0.5487  -0.27
C 2.2238 -3.6611 0.6749  0.05
N 2.4742 -2.3972 0.3256  -0.50
H 5.6526 -2.7075 -0.7027  0.24
H 5.1886 -5.0727 -0.0631  0.23
H 2.9304 -5.6670 0.8386  0.23
H 1.2399 -3.8651 1.0755  0.20
O 3.9097 2.0609 0.8089  -0.28
C 2.8964 2.4223 0.4835  0.90
C 1.8454 3.3613 0.2395  -0.22
C 2.2898 4.6947 0.2548  -0.14
C 1.3514 5.6945 0.1177  -0.20
C 0.0076 5.3522 -0.0254  -0.11
C -0.4001 4.0258 -0.0432  -0.19
C 0.5199 2.9931 0.0724  -0.24
P 0.0596 1.1990 0.0090  1.06
C -0.9621 1.1210 1.5232  -0.40
C -2.2522 1.6240 1.7083  -0.20
C -2.8741 1.5394 2.9443  -0.19
C -2.2143 0.9652 4.0219  -0.18
C -0.9281 0.4767 3.8576  -0.23
C -0.3062 0.5538 2.6195  -0.14
C -0.8715 1.1993 -1.5607  -0.40
C -0.0465 1.1178 -2.6859  -0.20
C -0.5863 1.1328 -3.9621  -0.20
C -1.9609 1.2043 -4.1346  -0.19
C -2.7908 1.2605 -3.0252  -0.21
C -2.2514 1.2647 -1.7459  -0.16
H 3.3389 4.9233 0.3875  0.24
H 1.6604 6.7297 0.1316  0.25
H -0.7310 6.1359 -0.1316  0.24
H -1.4484 3.7899 -0.1710  0.24
H -2.7898 2.1008 0.9051  0.21
H -3.8771 1.9264 3.0653  0.23
H -2.6996 0.9085 4.9872  0.23
H -0.4052 0.0276 4.6916  0.23
H 0.6949 0.1545 2.4877  0.23
H 1.0257 1.0158 -2.5536  0.24
H 0.0678 1.0696 -4.8216  0.23
H -2.3851 1.2074 -5.1298  0.23
H -3.8647 1.2973 -3.1521  0.22
H -2.9291 1.2856 -0.9092  0.20
C -0.7019 -3.7410 -1.5413  -0.65
C -0.8842 -2.2508 -1.3435  -0.06
O -0.4675 -1.7971 -0.0451  -0.58
C -1.1858 -2.3363 1.0731  -0.06
C -2.6773 -2.0732 1.0151  -0.65
H -0.8993 -3.9878 -2.5850  0.23
H -1.3877 -4.3302 -0.9313  0.21
H 0.3208 -4.0393 -1.3115  0.22
H -1.9226 -1.9534 -1.5110  0.18
H -0.2648 -1.6934 -2.0426  0.21
H -0.7472 -1.8574 1.9469  0.20
H -0.9929 -3.4106 1.1470  0.18
H -2.8750 -1.0196 0.8145  0.21
H -3.1212 -2.3242 1.9791  0.23
H -3.1772 -2.6743 0.2556  0.21

=====

The following is a quantum chemistry calculation of a structure of composition C28H29AgNO6P at a distorted geometry, from OMol25.

* total charge: 0
* F_max: 2.544 eV/A
* HOMO: -0.316 Ha
* frontier orbital gap: 8.894 eV

Last column: natural (NBO) charge in e.
Element x y z (Å)
Ag 12.2575 12.4047 9.6619  0.77
O 14.1657 11.4033 5.1374  -0.69
C 13.7207 11.4312 6.4236  0.79
O 12.5725 11.5749 6.7186  -0.59
C 14.8704 11.2892 7.4807  -0.15
O 14.3390 11.3114 8.7493  -0.57
C 15.2002 11.0672 9.8749  -0.19
C 14.4317 10.9461 11.2520  0.77
O 15.1040 10.4067 12.1384  -0.68
O 13.2765 11.4165 11.3382  -0.83
H 13.4011 11.6598 4.5571  0.50
H 15.6033 12.0635 7.2409  0.20
H 15.3524 10.3055 7.2043  0.20
H 16.0111 11.7994 9.8012  0.19
H 15.6747 10.0969 9.7282  0.19
C 11.2686 7.4029 12.0476  -0.61
C 11.2836 8.0566 10.6542  -0.19
C 12.7258 8.0944 10.0654  -0.62
C 10.7451 9.5283 10.7696  -0.12
C 9.2946 9.5134 11.1897  -0.10
O 8.6070 10.1076 10.0570  -0.52
C 9.5679 10.3979 9.1065  0.53
N 10.7229 10.0942 9.4182  -0.49
C 9.0878 11.0870 7.8915  -0.02
C 8.3680 10.3622 6.9777  -0.18
C 7.9299 10.9225 5.7952  -0.20
C 8.1743 12.2558 5.5323  -0.22
C 8.9126 13.0076 6.4434  -0.15
C 9.4406 12.3953 7.5912  -0.33
P 10.3852 13.3962 8.8332  0.84
C 10.2606 15.0839 8.1261  -0.35
C 9.6496 16.1878 8.6846  -0.18
C 9.7089 17.4430 8.0490  -0.21
C 10.3344 17.5766 6.8418  -0.19
C 11.0311 16.4856 6.3142  -0.21
C 10.8913 15.2711 6.9189  -0.21
C 9.2275 13.4457 10.2083  -0.40
C 7.8556 13.5830 9.9609  -0.19
C 7.0141 13.6190 11.0436  -0.21
C 7.5758 13.6624 12.2876  -0.19
C 8.9578 13.6167 12.5435  -0.23
C 9.8358 13.4443 11.4985  -0.14
H 11.5827 6.3443 12.0014  0.21
H 10.3025 7.4290 12.4582  0.20
H 11.9342 7.9310 12.6601  0.22
H 10.6625 7.5079 9.8711  0.19
H 13.3818 8.5848 10.8391  0.22
H 12.7728 8.6195 9.1021  0.23
H 13.1008 7.0548 9.9745  0.20
H 11.4118 10.1234 11.3792  0.25
H 9.2056 10.1340 12.0947  0.20
H 8.9092 8.5279 11.2878  0.19
H 8.1317 9.3287 7.1366  0.22
H 7.4397 10.2541 5.0733  0.22
H 7.8151 12.6942 4.5725  0.22
H 9.0509 14.0993 6.2131  0.23
H 9.2831 16.2470 9.6984  0.22
H 9.2093 18.2708 8.4678  0.21
H 10.3829 18.5730 6.4054  0.22
H 11.6052 16.4802 5.3809  0.22
H 11.3866 14.4071 6.5038  0.22
H 7.5530 13.6047 8.8314  0.24
H 5.9416 13.6616 11.0267  0.22
H 6.8629 13.5711 13.1586  0.22
H 9.2584 13.6052 13.5708  0.22
H 10.8837 13.2123 11.6307  0.23